# 1
89
Properties=species:S:1:pos:R:3:forces:R:3 method="wB97M-V/def2-TZVPD" gap_ev=9.0 smiles="NCCC[Si@@H](Cl)CCCCOC=O.CN(C)P(=O)(N(C)C)N(C)C.CN(C)P(=O)(N(C)C)N(C)C" homo_energy_ev=-8.404
N 1.047677 0.601326 7.401714 0.26 -0.02 0.14
C 1.741325 0.895694 6.157967 -0.57 -0.08 -0.16
C 0.892706 0.794858 4.892206 0.69 0.32 -0.69
C 1.759564 1.156487 3.652731 -0.69 0.15 0.49
Si 0.749252 0.862163 2.109646 0.41 -0.76 0.05
Cl -0.704452 2.346707 2.050677 0.17 0.01 -0.06
C 1.666740 0.736323 0.486109 0.01 0.72 -0.21
C 2.858345 1.694751 0.277252 -0.26 -0.57 -0.18
C 4.089503 1.426124 1.157382 -0.05 0.41 -0.16
C 4.544267 2.559963 2.084278 0.67 -0.11 0.22
O 4.232967 3.882725 1.603247 -0.25 -0.40 -0.26
C 3.149894 4.440627 2.197976 0.02 0.05 -0.07
O 3.159605 4.896047 3.295122 -0.06 0.04 0.40
H 0.260459 1.220146 7.537855 -0.07 -0.02 -0.01
H 0.712666 -0.351998 7.417416 -0.10 -0.01 -0.01
H 2.578195 0.205762 6.042177 0.16 0.05 0.18
H 2.134907 1.911194 6.213520 0.18 0.00 0.07
H 0.502027 -0.213170 4.748302 -0.22 -0.03 0.28
H 0.080283 1.522605 4.909191 -0.28 -0.21 0.26
H 1.989310 2.218614 3.759998 0.31 0.03 -0.18
H 2.681706 0.575901 3.692114 0.10 0.00 -0.22
H 0.062419 -0.433071 2.319394 -0.21 0.09 -0.04
H 1.962804 -0.287513 0.249706 -0.01 -0.14 0.25
H 0.933725 1.006024 -0.281351 -0.14 -0.17 -0.02
H 3.174541 1.559906 -0.756085 -0.03 0.18 -0.10
H 2.486822 2.714039 0.340237 0.21 0.15 0.13
H 4.921592 1.201389 0.493096 0.06 -0.05 -0.02
H 3.940388 0.533954 1.765651 -0.02 -0.05 0.06
H 5.629411 2.518137 2.151510 0.06 0.11 0.03
H 4.188354 2.457350 3.107340 -0.26 0.03 -0.01
H 2.253330 4.432482 1.565827 -0.03 0.19 -0.17
O -4.233655 0.512080 -1.084301 2.33 1.23 1.60
P -4.906585 1.805115 -0.763763 -4.68 -0.11 -2.34
N -6.143646 1.336694 0.304610 -0.05 -0.41 -0.23
C -7.379874 2.060648 0.496098 0.06 0.57 0.10
C -5.652851 0.796587 1.565379 0.36 -0.13 -0.01
N -5.582542 2.190126 -2.319905 -0.69 0.11 0.34
C -6.829913 1.554356 -2.719627 -0.13 -0.18 0.07
C -4.585548 2.063209 -3.376570 0.21 0.10 0.12
N -4.779196 3.487224 -0.265936 2.61 -0.91 0.44
C -5.387709 4.559581 -1.035736 -0.27 0.05 -0.26
C -3.397889 3.856503 0.101321 -0.03 -0.24 0.23
H -7.254997 2.970946 1.101720 0.01 -0.02 0.00
H -8.093853 1.412825 1.008743 0.08 -0.06 0.04
H -7.843339 2.339814 -0.445547 0.12 0.07 0.04
H -5.318283 1.591217 2.249702 -0.10 -0.03 0.04
H -4.813919 0.123479 1.389559 0.00 0.03 -0.07
H -6.435470 0.219428 2.059800 -0.08 0.06 -0.04
H -6.849367 0.475464 -2.518975 -0.01 0.01 -0.03
H -6.990504 1.700845 -3.788795 0.16 0.01 -0.04
H -7.688308 2.015962 -2.232201 0.04 -0.08 -0.01
H -4.409272 1.019837 -3.658592 0.07 0.01 0.02
H -3.630801 2.488833 -3.056328 0.00 -0.04 -0.01
H -4.911833 2.619875 -4.258006 -0.07 0.01 0.03
H -4.905673 4.734286 -2.002309 -0.01 -0.01 -0.01
H -5.307038 5.473157 -0.439675 0.10 -0.08 0.09
H -6.446550 4.381630 -1.202564 0.04 -0.10 -0.07
H -2.742166 3.913646 -0.776424 0.04 0.12 0.04
H -2.981294 3.109713 0.780235 -0.02 0.01 -0.07
H -3.370675 4.815647 0.619639 -0.12 0.02 -0.03
O 3.144986 -2.181791 -3.591371 -1.71 -1.27 -2.22
P 2.933443 -3.495871 -2.916762 2.66 0.19 4.50
N 1.943920 -3.089539 -1.595530 0.20 0.45 0.09
C 1.876765 -3.830161 -0.355338 -0.06 -0.57 -0.06
C 0.626415 -2.597967 -1.978298 -0.08 0.22 -0.38
N 4.551102 -3.817319 -2.363881 -0.26 -0.13 0.71
C 5.013778 -3.177505 -1.141235 -0.07 0.17 0.14
C 5.524248 -3.631976 -3.434630 -0.13 -0.11 -0.20
N 2.500364 -5.197548 -3.030157 -0.64 0.93 -2.59
C 3.364630 -6.237287 -2.494579 0.28 -0.05 0.26
C 2.048544 -5.578361 -4.383194 -0.28 0.20 0.04
H 1.301277 -4.763578 -0.443129 0.00 0.02 -0.01
H 1.392419 -3.209585 0.402324 -0.06 0.05 -0.08
H 2.861613 -4.073380 0.033064 -0.05 -0.08 -0.12
H -0.053668 -3.411766 -2.270444 -0.02 -0.01 0.13
H 0.702715 -1.907751 -2.818428 0.11 -0.02 0.00
H 0.171504 -2.047480 -1.153146 0.04 -0.08 0.08
H 4.767158 -2.108282 -1.092349 0.03 0.00 0.01
H 6.097365 -3.276629 -1.062050 0.03 0.00 -0.16
H 4.612727 -3.669601 -0.255416 0.00 0.09 -0.04
H 5.745686 -2.575183 -3.616609 -0.03 -0.01 -0.07
H 5.153063 -4.061318 -4.368876 0.01 0.04 0.00
H 6.451216 -4.151642 -3.182121 -0.02 -0.01 0.07
H 4.298414 -6.361545 -3.050745 0.02 0.01 0.01
H 2.807884 -7.177604 -2.540101 -0.10 0.07 -0.09
H 3.603271 -6.059874 -1.449629 0.06 0.11 -0.04
H 2.872390 -5.596275 -5.106784 -0.01 -0.11 -0.01
H 1.302245 -4.866206 -4.744499 0.05 0.01 0.01
H 1.576946 -6.561248 -4.369846 0.03 -0.01 0.09

# 2
85
Properties=species:S:1:pos:R:3:forces:R:3 method="wB97M-V/def2-TZVPD" gap_ev="1.6 / 9.3" relative_energy_ev=1.122 spin_multiplicity=2 charge=-1 homo_energy_ev="0.938 / -6.805"
C 4.507576 1.276447 -2.808734 0.48 -0.67 1.96
C 4.151030 -0.138398 -3.299324 -0.70 3.60 -0.94
C 2.695456 -0.099840 -3.720261 -1.54 -1.02 2.24
O 2.344144 -1.424642 -4.037676 -0.63 -1.59 -1.66
C 1.549775 -2.262190 -3.207072 0.41 0.75 1.53
N 4.931907 -0.338853 -4.503824 0.70 -1.57 0.48
H 5.528975 1.359325 -2.437277 0.41 -0.34 -0.48
H 3.991440 1.373643 -1.853602 -0.62 0.73 -0.11
H 4.366323 2.126719 -3.475948 -0.50 -0.31 -0.16
H 4.188871 -0.850026 -2.474554 0.77 -0.28 -0.39
H 2.396071 0.593354 -4.506363 0.54 -0.10 -0.44
H 2.051509 0.176832 -2.885462 0.03 0.40 0.41
H 1.527901 -3.301422 -3.535138 0.04 0.35 -0.65
H 0.556663 -1.915053 -2.921880 -0.48 0.35 -1.05
H 1.938500 -2.317551 -2.190253 0.85 -0.06 0.28
H 4.629136 0.385722 -5.138984 0.05 0.03 -0.25
H 4.561031 -1.213497 -4.846667 0.22 -0.28 -0.78
C -0.964924 3.840108 -0.355544 -1.18 0.56 0.99
C -2.175994 3.376983 -1.211886 2.11 1.10 -1.62
C -3.472652 4.044103 -0.803555 -0.06 -2.09 1.84
O -4.596014 3.665474 -1.626017 1.09 0.09 -0.15
C -5.500491 4.674713 -1.881047 -0.91 1.40 0.70
N -1.820124 3.811676 -2.587975 -0.51 -0.17 -0.06
H -1.236274 3.728569 0.694225 0.31 -0.39 0.35
H -0.804007 4.913382 -0.456915 -0.27 0.16 -0.39
H 0.025473 3.421146 -0.533531 -0.43 -0.61 -0.28
H -2.221031 2.288096 -1.232234 -0.48 -0.07 0.53
H -3.311574 5.064125 -0.454670 -0.46 0.53 -1.09
H -3.668926 3.528287 0.136388 -0.29 0.06 0.56
H -6.479876 4.352659 -2.234857 0.49 -0.75 -0.86
H -5.078038 5.479316 -2.482915 -0.06 -0.03 -0.45
H -5.872371 5.168747 -0.983422 0.48 0.22 0.75
H -2.701502 3.975579 -3.053175 -0.23 0.08 -0.39
H -1.473532 2.980947 -3.046087 0.40 -0.08 -0.41
C -5.475278 -3.891385 -0.961943 0.97 1.43 0.07
C -6.321393 -2.589586 -0.918421 -0.38 -1.40 0.71
C -5.556865 -1.361599 -0.448431 0.40 -0.05 -0.05
O -5.095017 -1.473109 0.911562 -1.00 0.47 0.36
C -4.438413 -0.281970 1.362235 1.63 0.24 -1.91
N -6.917757 -2.466254 -2.233289 -0.12 0.32 -1.42
H -4.539569 -3.682810 -1.480639 0.01 0.28 -0.45
H -5.943475 -4.670287 -1.563767 -0.25 -0.20 0.66
H -5.081341 -4.120647 0.028192 -0.67 -0.65 0.16
H -7.149372 -2.757010 -0.229561 0.09 0.04 0.63
H -6.207259 -0.496891 -0.580199 -0.06 0.29 0.18
H -4.701568 -1.241790 -1.113426 0.28 0.23 -0.07
H -3.629847 -0.138295 0.645521 0.71 -0.08 -0.08
H -3.918740 -0.288006 2.320364 -0.73 -0.91 0.19
H -4.877598 0.707060 1.231720 -1.44 -0.26 0.26
H -7.700732 -3.095086 -2.341091 0.15 -0.28 0.16
H -7.274682 -1.584740 -2.573371 0.36 0.47 0.57
C -1.411306 0.704041 3.469964 0.90 0.16 -1.37
C -0.098026 -0.128603 3.366766 0.01 0.89 0.92
C 0.999954 0.407551 2.319140 -2.12 -1.51 0.38
O 0.295469 0.282920 1.098720 0.90 0.95 -2.16
C 1.154471 0.467670 -0.072162 -0.05 0.57 0.64
N 0.440556 -0.165251 4.729696 0.21 0.89 -0.41
H -1.203090 1.742997 3.725525 -0.11 0.00 0.14
H -2.151397 0.265798 4.139523 0.31 -0.11 0.38
H -1.878632 0.660691 2.486192 -0.01 0.30 -0.10
H -0.524496 -1.109472 3.156704 0.82 -0.34 -1.04
H 1.881854 -0.228338 2.241680 0.13 -0.37 0.57
H 1.362778 1.416250 2.516629 -0.37 0.29 0.19
H 1.950030 1.195500 0.087325 0.65 -0.30 0.94
H 0.750191 1.024116 -0.917757 -1.45 -0.53 0.06
H 1.559978 -0.472289 -0.446521 0.00 -0.13 0.24
H 1.279138 -0.722138 4.811940 -0.27 -0.37 0.22
H -0.333113 -0.431861 5.321690 0.54 -0.36 0.44
C 4.555825 -2.178486 0.796547 1.04 -1.33 -1.79
C 5.168565 -1.281694 1.804412 -1.10 1.45 2.18
C 5.333232 -1.996857 3.214724 0.79 0.28 -1.55
O 4.092596 -2.217447 3.803873 -0.98 -0.11 0.77
C 4.181663 -2.673379 5.154153 0.99 -0.38 -0.41
N 6.404905 -0.690039 1.321071 -0.17 -1.10 -0.72
H 3.573015 -2.622275 0.955449 0.25 0.02 0.71
H 5.327434 -2.929332 0.626378 -0.28 -0.97 0.07
H 4.512087 -1.778745 -0.216566 -0.15 0.83 0.17
H 4.420742 -0.494645 1.901436 0.19 0.46 0.64
H 6.105827 -1.518469 3.816663 -0.57 1.26 0.60
H 5.921598 -2.903453 3.073257 -0.44 -1.04 -0.51
H 4.844835 -3.538424 5.156760 0.59 0.04 0.23
H 3.301220 -3.102836 5.632181 -0.72 0.62 -0.79
H 4.569143 -1.867823 5.777877 0.14 -0.06 0.19
H 6.854976 0.054162 1.834594 -0.38 -0.21 0.42
H 7.022431 -1.481915 1.212920 0.72 0.28 -0.20

# 3
89
Properties=species:S:1:pos:R:3:forces:R:3 method="wB97M-V/def2-TZVPD" gap_ev=3.9 charge=-1 homo_energy_ev=-1.763
C 4.828164 -0.118919 1.786794 0.66 0.21 0.18
C 4.767914 1.401477 1.726165 -0.81 0.02 0.36
O 4.180024 1.868222 0.520308 0.06 0.47 0.35
C 2.819117 2.237382 0.773408 -0.65 -0.85 -0.38
C 2.092857 2.542232 -0.528288 0.51 0.35 -0.15
O 0.896766 3.239875 -0.328639 0.24 -0.11 0.23
N -0.261226 2.346880 -0.302357 -1.53 -0.11 -0.28
P -0.551945 1.913473 1.291525 2.26 -0.39 0.95
C -0.959389 3.370999 2.421284 -0.37 0.38 -0.47
C -0.015983 3.351355 3.623182 -0.25 -0.21 0.17
C -1.947085 0.717890 1.324864 0.08 0.33 -0.52
C -1.515868 -0.552506 0.572926 -0.72 0.03 0.15
H 5.709658 -0.465429 1.244540 -0.21 -0.25 -0.17
H 3.922944 -0.579798 1.397585 -0.01 0.10 -0.13
H 4.940255 -0.427653 2.829846 0.04 -0.06 -0.02
H 4.136934 1.736549 2.557486 0.08 0.09 0.03
H 5.737841 1.879523 1.890848 0.14 -0.17 -0.31
H 2.309599 1.388890 1.238578 -0.04 0.16 0.26
H 2.716766 3.110606 1.426694 0.31 0.01 0.06
H 2.759770 3.203056 -1.099581 -0.08 0.07 0.09
H 1.933408 1.632186 -1.118336 -0.12 -0.03 0.08
H -0.752708 4.266157 1.825634 -0.09 -0.06 -0.12
H -2.012267 3.436761 2.725237 0.00 -0.10 0.09
H 1.018688 3.526568 3.325546 -0.02 -0.06 -0.14
H -0.269603 4.098859 4.383225 -0.09 -0.01 -0.02
H -0.047566 2.355453 4.073670 0.09 0.08 0.17
H -2.073794 0.440828 2.373921 -0.08 0.24 0.07
H -2.907190 1.103991 0.957954 0.04 -0.01 -0.14
H -1.126728 -0.335274 -0.419682 0.08 0.09 0.04
H -0.765479 -1.078028 1.163650 0.11 -0.01 -0.15
H -2.397884 -1.192497 0.472457 0.15 -0.20 -0.04
O -4.738330 -2.692305 1.498173 -1.89 0.99 -2.28
P -6.022988 -3.013287 2.179642 1.74 -2.37 5.00
N -5.956838 -1.986124 3.552420 -0.15 0.29 -0.38
C -6.743014 -2.137492 4.759929 -0.44 -0.08 0.07
C -5.792108 -0.565703 3.243222 0.35 0.14 -0.27
N -5.703399 -4.653904 2.638070 0.08 -0.07 -0.03
C -5.645280 -5.067420 4.025777 -0.44 0.00 0.14
C -4.643417 -5.313869 1.880435 0.15 0.10 -0.06
N -7.749074 -3.269908 2.200657 0.34 0.73 -2.58
C -8.266332 -4.551483 1.687467 -0.01 -0.30 0.13
C -8.420950 -2.204086 1.411534 -0.03 0.42 0.51
H -7.810680 -1.916325 4.618610 0.01 0.00 -0.02
H -6.364320 -1.448635 5.518254 0.08 0.09 -0.13
H -6.655165 -3.125443 5.197391 -0.06 -0.04 -0.15
H -6.749437 -0.076808 3.008540 0.01 0.01 0.11
H -5.123722 -0.425579 2.394909 0.01 -0.11 0.00
H -5.352040 -0.039451 4.091717 0.01 -0.08 0.05
H -4.872304 -4.535016 4.594932 -0.03 -0.03 0.06
H -5.435413 -6.137909 4.086275 0.11 0.02 -0.14
H -6.612691 -4.940607 4.516320 0.04 0.10 0.01
H -3.645268 -5.039689 2.240519 0.03 0.02 -0.10
H -4.703936 -5.070006 0.823169 0.06 0.08 0.02
H -4.751996 -6.398367 1.974343 -0.11 0.02 0.10
H -7.877882 -4.798861 0.696145 -0.06 -0.04 -0.03
H -9.355524 -4.492035 1.624774 0.03 0.22 -0.05
H -8.041079 -5.370474 2.362481 0.21 0.06 0.01
H -8.173155 -2.261784 0.347703 -0.11 -0.04 -0.03
H -8.127356 -1.217014 1.773715 0.10 -0.05 0.00
H -9.502318 -2.272105 1.527741 0.00 -0.09 0.02
O 5.322866 -0.205897 -2.847292 -3.00 -0.13 0.08
P 5.055187 0.941040 -3.763389 5.04 1.82 -1.35
N 5.668083 0.317009 -5.252979 -0.28 -0.26 0.03
C 6.030838 1.108545 -6.409519 -0.21 0.33 -0.20
C 5.064131 -0.937982 -5.683516 0.02 -0.32 0.25
N 6.131376 2.112453 -3.085111 0.18 -0.08 0.14
C 7.255370 2.642451 -3.824722 -0.22 0.29 -0.33
C 6.514369 1.862939 -1.694350 0.10 -0.30 0.00
N 4.057816 2.167010 -4.493417 -1.78 -1.30 1.59
C 3.818169 3.414954 -3.743874 0.24 0.36 0.01
C 2.711394 1.603772 -4.794107 0.16 -0.27 -0.56
H 5.167874 1.556022 -6.923165 0.00 0.00 0.02
H 6.546339 0.469906 -7.132332 -0.06 -0.13 0.08
H 6.732647 1.900361 -6.170638 -0.13 0.05 0.11
H 4.114422 -0.784918 -6.217735 0.07 -0.01 -0.08
H 4.869494 -1.586808 -4.830920 0.02 0.11 0.07
H 5.737233 -1.475323 -6.356828 0.06 0.07 -0.01
H 7.965525 1.863197 -4.137398 0.03 0.06 -0.04
H 7.795374 3.366927 -3.210494 -0.03 -0.10 0.14
H 6.923328 3.205662 -4.700733 0.00 -0.12 -0.05
H 7.315074 1.113560 -1.623531 -0.03 -0.02 0.05
H 5.667745 1.526758 -1.108034 -0.02 -0.04 -0.02
H 6.877225 2.787534 -1.235958 -0.05 0.10 -0.18
H 3.472995 3.236616 -2.729402 -0.03 0.06 -0.06
H 3.057587 3.997677 -4.268278 -0.09 -0.20 -0.06
H 4.709932 4.033075 -3.706128 0.13 -0.17 0.03
H 2.160978 1.349209 -3.885294 -0.09 0.13 -0.01
H 2.800602 0.700499 -5.402164 0.08 -0.01 0.07
H 2.126055 2.316334 -5.373999 0.05 0.08 0.05

| no. | molar mass (Da) |
| --- | --- |
| 1 | 582.18 |
| 2 | 445.69 |
| 3 | 550.63 |